No. 1
75
Properties=species:S:1:pos:R:3:forces:R:3:lowdin_spin:R:1 method="wB97M-V/def2-TZVPD" spin_multiplicity=4 s_squared=3.813 homo_ev="-9.182 / -9.260" orbital_gap_ev="7.88 / 9.20" charge=0
F -1.978472 0.759081 -4.165529 -0.045 0.031 -0.017 0.000
C 1.661591 -3.045031 0.138272 0.022 0.043 0.036 0.007
N 1.496008 -0.382236 1.236119 -0.243 0.101 0.089 -0.037
H -5.300964 -0.275131 2.099805 -0.024 0.017 0.020 0.000
O 0.315128 0.945847 -5.858061 0.137 -0.110 -0.039 0.000
H -3.988503 2.641769 0.798905 0.002 0.002 -0.020 0.000
H 1.253813 1.683732 1.429945 0.038 0.024 0.021 0.001
C -0.758940 3.002733 -0.101519 -0.017 0.085 0.025 0.001
H -0.824367 1.605940 2.359670 -0.090 0.054 0.042 0.000
H -4.601337 -2.622148 0.730233 -0.005 -0.014 0.023 0.000
C -2.136947 -2.273767 -0.427390 -0.275 -0.049 0.047 0.009
C -3.111295 0.523937 3.578208 0.029 -0.147 -0.075 0.000
F 3.425569 1.537427 -6.225305 0.063 0.102 0.043 0.000
C -4.433943 -0.933264 2.109516 0.052 0.019 0.014 0.000
O -3.550927 0.853544 -0.882004 -0.012 0.057 -0.109 -0.005
N 1.147610 -1.054224 -4.536633 -0.393 0.242 0.020 0.002
H 1.628002 -2.724642 -0.903711 0.043 -0.026 0.006 0.001
Cr 0.319792 -0.182883 -0.471835 0.238 0.066 0.779 3.023
C -4.199023 -1.610879 0.774121 0.013 -0.055 0.022 0.000
O 0.023590 -1.708746 -2.417930 0.209 0.144 -0.040 0.016
C 2.656994 0.674879 -1.205253 -0.460 -0.172 0.070 0.002
F 3.727797 0.216831 -4.530854 0.047 0.075 -0.014 0.000
H -4.105400 0.892391 3.823072 -0.035 0.016 0.002 0.000
O 2.149452 -0.516223 -1.202781 0.090 0.434 -0.148 -0.048
H 3.404619 0.213614 3.853354 0.033 -0.030 0.030 0.000
S 0.160943 -0.632082 -3.395093 0.108 0.133 -0.178 0.005
H 0.023457 2.555498 -0.708199 -0.073 0.077 0.002 0.001
N -0.964364 -0.281318 1.387394 0.225 0.075 0.004 -0.030
N 3.747532 -0.766436 1.997758 0.169 -0.030 0.118 0.000
C 3.999388 0.307051 2.942348 0.041 -0.002 -0.137 0.000
H 1.680909 0.892873 2.939991 0.036 -0.008 0.060 0.000
C -2.211039 -0.655356 1.489024 -0.100 -0.071 -0.099 0.000
N -0.427577 4.124776 0.543690 -0.094 -0.057 -0.003 0.001
C -1.584700 -0.496987 -4.113154 0.225 -0.101 0.168 0.000
H -2.368318 -3.340634 -0.402374 0.015 -0.015 0.032 0.000
C 2.840264 1.001758 -5.157440 -0.049 -0.238 0.000 0.000
N -2.746559 -1.638888 0.720213 0.012 -0.022 -0.029 0.002
N -3.213177 -0.149306 2.291543 -0.023 0.061 0.088 0.000
H -4.590763 -1.021469 -0.058235 0.015 -0.025 0.016 0.000
H 1.881982 -4.110367 0.169600 -0.023 -0.043 0.029 0.001
H 4.514642 -2.659603 -0.074222 -0.002 0.037 -0.059 0.000
H -1.062220 -2.159671 -0.411499 0.003 -0.150 0.097 0.005
O -1.402371 0.341931 -1.015003 -0.120 0.427 -0.485 -0.005
H 3.624194 0.781033 -1.702515 0.159 -0.001 0.012 -0.002
O 2.069626 1.632741 -0.699528 0.044 -0.282 -0.122 0.026
C -2.024922 2.433108 -0.024097 0.121 0.006 -0.042 0.003
C 4.672456 -1.897714 1.966292 -0.046 0.030 -0.001 0.000
C 1.111742 0.780491 2.025516 -0.027 -0.121 -0.046 0.004
C 4.055301 -2.806335 0.906502 -0.085 0.119 0.059 0.000
S 1.388573 -0.000360 -5.734096 -0.046 0.155 0.090 0.001
O 0.430121 0.658358 -2.777322 -0.174 -0.183 -0.274 0.008
C 2.566928 -1.103374 1.402171 0.053 0.056 -0.133 0.001
H -4.548856 -1.656692 2.925310 0.017 -0.020 0.009 0.000
H 0.690416 -2.887615 0.607485 -0.016 0.011 0.026 0.003
H -2.798148 -0.154736 4.379598 0.001 -0.005 -0.022 0.000
C -2.995717 3.066702 0.735977 -0.093 -0.065 0.061 0.000
H 5.047589 0.247787 3.225863 0.037 0.021 -0.030 0.000
H 4.736207 -2.382381 2.944555 -0.057 -0.047 0.041 0.000
F -1.629993 -1.048927 -5.314910 -0.079 -0.025 -0.122 0.000
F 2.481955 1.974749 -4.329098 0.026 0.033 0.050 0.000
H 3.832977 1.285022 2.494517 -0.064 -0.011 -0.023 0.000
H -1.068570 5.627187 1.803282 -0.006 -0.012 0.015 0.000
O 1.901696 -0.673037 -6.881154 -0.076 -0.223 0.117 0.000
H 4.115276 -3.860606 1.167257 0.018 -0.047 0.003 0.000
H 5.665831 -1.555063 1.683513 0.044 0.007 0.038 0.000
H -0.461114 0.200507 3.380798 -0.026 -0.024 0.050 -0.001
H -2.504943 -1.839466 -1.356661 0.071 -0.081 0.236 0.000
C -0.368162 0.615069 2.375337 -0.023 -0.208 -0.035 0.001
N 2.674155 -2.359455 0.910581 0.029 -0.101 -0.056 0.000
C -2.645904 4.217213 1.405806 -0.011 0.081 0.062 0.000
C -1.356679 4.719065 1.286520 0.117 -0.092 -0.086 0.000
Br -3.904982 5.107513 2.500435 0.008 0.010 0.005 0.000
F -2.416595 -1.176167 -3.314386 -0.034 0.114 -0.285 0.000
H -2.451533 1.379297 3.552534 0.056 0.062 -0.045 0.000
C -2.386800 1.141766 -0.694838 0.278 -0.112 -0.003 0.004


No. 2
57
Properties=species:S:1:pos:R:3:forces:R:3:lowdin_charge:R:1 method="wB97M-V/def2-TZVPD" spin_multiplicity=1 homo_ev="-0.441 / -0.400" orbital_gap_ev="2.81 / 2.77" charge=-1
H 0.276162 3.340427 3.279182 -0.112 -0.203 -0.178 0.088
H -0.219846 1.682062 2.826559 0.154 0.134 -0.071 0.069
C 0.337947 2.566469 2.497068 -0.297 0.309 0.065 -0.047
H -3.413252 0.015860 0.355920 -0.042 -0.113 -0.077 0.088
H 2.466344 3.052676 -3.191734 -0.350 -0.033 0.125 0.075
H -0.116892 2.958447 1.575691 0.048 -0.081 0.222 0.084
N -1.481550 -1.830333 -0.032479 -0.888 -1.628 -2.548 0.034
N 1.895421 1.271242 1.108055 1.612 1.606 -1.644 0.027
H -2.497283 -1.106058 2.430737 -0.019 -0.234 -0.115 0.081
Cl 2.193564 -3.589633 1.169268 -1.819 -3.591 0.835 0.116
N 0.364673 -1.017142 2.776750 -0.451 0.036 1.514 -0.160
C 0.296950 -1.463588 3.863521 0.138 0.984 -2.519 -1.090
H 3.482814 1.398935 3.288970 -0.257 -0.068 0.126 0.089
C -1.776716 -0.773059 -3.848259 -0.375 0.086 -0.361 -0.037
H -1.552990 -1.749865 -4.329256 -0.074 0.550 0.285 0.077
H -2.122945 -0.094204 -4.653322 0.281 -0.239 0.420 0.073
H 2.749539 -2.433127 0.944927 2.280 2.848 -0.819 -0.404
C -3.227278 -3.414902 -0.084408 0.390 -0.365 -0.314 -0.044
O 3.137255 3.035343 0.482189 0.776 1.512 0.299 0.024
H 3.443255 3.693786 2.432786 -0.203 -0.127 -0.194 0.128
H -4.239812 -3.471546 -0.510907 0.391 0.082 0.052 0.129
C -0.185611 -2.507416 -2.034054 -1.332 -0.884 -1.030 -0.085
H -3.777590 -2.354171 2.421556 0.279 0.090 0.042 0.090
C 0.965317 1.573981 -2.611715 -0.882 3.821 -1.829 -0.238
C 1.421936 3.022018 -2.835609 -0.358 0.277 -0.293 -0.043
H -3.832186 -0.963781 -1.075837 0.046 0.047 0.229 0.078
C -0.560634 -0.224843 -3.089933 -3.134 0.409 -2.501 -0.248
C 2.667049 1.853919 0.182780 -2.648 -2.497 1.658 -0.370
H -2.660560 -0.940671 -3.193732 0.557 0.058 -0.165 0.069
Se 0.188547 -2.106675 5.444791 -0.199 -0.854 2.218 0.469
H 1.908195 0.677586 3.753550 0.178 0.210 -0.038 0.053
H 3.590061 1.914605 -1.734085 -0.629 -0.912 0.675 0.135
H -4.779139 -1.130351 0.423195 0.143 0.096 -0.066 0.088
C -1.353503 -2.650438 -1.077897 0.623 2.642 2.986 -0.377
H 2.346996 2.322573 4.317560 0.051 -0.195 -0.039 0.089
C 2.972789 1.184017 -1.119112 0.639 1.987 -0.606 -0.076
H 0.807507 3.555436 -3.590281 0.232 -0.376 0.383 0.071
C 0.154940 -1.063332 -2.317626 0.394 -0.068 0.820 -0.323
H 0.674104 -3.043485 -1.611781 0.124 -0.052 -0.171 0.093
C 2.421910 1.606661 3.486111 0.207 0.012 0.245 -0.041
H 3.583694 0.300913 -0.912833 0.067 -0.382 0.086 0.084
C -2.846687 -2.059480 0.515084 0.802 -0.112 0.183 -0.568
H -0.787848 1.777380 -3.891736 0.347 -0.443 0.437 0.111
C 2.596096 3.438994 1.783201 0.336 0.142 -0.633 -0.059
C 1.710231 0.773764 -1.850862 0.661 -0.434 0.383 -0.304
C 1.243197 -0.490623 -1.727098 3.569 -2.222 -1.104 -0.384
H -2.051976 -2.824619 2.370509 -0.141 0.191 -0.003 0.086
La 1.008682 -1.074280 0.377745 -0.039 -0.605 3.479 1.355
C -3.770488 -0.962392 0.021553 -0.249 0.169 -0.189 -0.033
O -2.259492 -3.584372 -1.192881 -1.251 -0.871 -0.443 0.029
C -0.202198 1.105599 -3.239858 0.180 0.238 -0.302 -0.009
H 1.384137 3.620741 -1.908365 0.030 -0.266 -0.280 0.076
C 1.795149 2.227548 2.252580 -0.125 -0.870 -0.267 -0.567
H -0.486990 -3.049952 -2.980157 0.488 0.411 0.953 0.140
H -3.080137 -4.247400 0.618945 0.082 0.202 -0.267 0.132
C -2.784224 -2.084086 2.027150 -0.342 -0.230 0.370 -0.048
H 1.983367 4.334843 1.617886 0.113 -0.195 -0.021 0.126


Values of total energy, in order: -186971.82323, -109523.05237, all in eV.
Values of F_max, in order: 0.82, 4.35, all in eV Å⁻¹.
Values of ΔE to the lowest compared entry with this formula, charge and spin, in order: 4.8, 0.0, all in kcal/mol.